C2H7OS | ωB97M-V with the def2-TZVPD basis set

The calculation puts the relative energy (zero: lowest compared OMol25 entry of this formula, charge and spin) at 0.170 eV. As for the lowest unoccupied orbital energy: 4.179 eV. Its charge is -1. The calculation puts the electronic energy at -15071.23585 eV. Its spin multiplicity is 1. As for the frontier orbital gap: 7.169 eV.

Element x y z (Å)
S (2.572393, 1.451624, 0.825632)
H (2.615249, 2.719987, 0.388162)
C (-0.048903, -0.739762, -0.206482)
O (0.465048, 0.206555, -1.090877)
C (-1.569936, -0.515940, 0.091716)
H (0.017258, -1.742106, -0.607206)
H (0.516990, -0.685183, 0.728805)
H (1.156519, 0.747802, -0.606061)
H (-2.139090, -1.148784, -0.600227)
H (-1.768541, -0.835221, 1.113379)
H (-1.816984, 0.541027, -0.036840)

Forces on atoms 1 to 6 (eV/Å):
0.07 0.06 0.06
-0.02 0.00 0.00
-0.74 0.77 0.70
0.05 0.14 -0.48
0.95 -0.29 -0.34
0.41 -0.45 -0.26

Atom charges from the Mulliken analysis, given in e for atoms 1 to 2: atom 1 (S): -0.858, atom 2 (H): -0.025